# C14H30O17

A molecular structure, C14H30O17 at a distorted geometry (the ωB97M-V functional and the def2-TZVPD basis, the Open Molecules 2025 dataset).

Values from the calculation:
F_max, Eh/bohr: 0.131
Net charge: 0
LUMO, eV: -0.7

Last column: natural (NBO) charge in e.
Positions of all 61 atoms, in Å:
C -2.4463 0.8686 -3.6009  -0.108
C -3.6816 0.0705 -3.2026  -0.108
O -3.4255 -0.1876 -1.9029  -0.460
C -2.3638 0.3430 -1.4484  0.990
O -2.0527 0.3113 -0.2734  -0.621
O -1.7466 1.0425 -2.3866  -0.493
H -2.7620 1.8370 -3.9892  0.205
H -1.7036 0.3020 -4.1625  0.211
H -3.8560 -0.8151 -3.8137  0.209
H -4.5517 0.6826 -3.4399  0.197
C -1.7319 -1.9091 1.8161  -0.084
C -0.5056 -1.0501 2.1108  -0.193
O -0.9947 -0.1244 3.0646  -0.498
C -2.2785 -0.2766 3.2373  0.974
O -2.9332 0.4113 4.0555  -0.630
O -2.7780 -1.2397 2.4985  -0.467
H -1.5953 -2.8588 2.3334  0.180
H -2.0243 -2.1626 0.7971  0.198
H -0.2059 -0.5929 1.1678  0.266
H 0.3358 -1.6656 2.4293  0.199
C 2.5393 -0.6775 1.0037  -0.137
C 2.8689 -0.5912 -0.4413  -0.123
O 3.3284 -1.8883 -0.7859  -0.466
C 3.6623 -2.5287 0.3207  0.967
O 4.1481 -3.6607 0.2775  -0.610
O 3.3485 -1.7994 1.4014  -0.500
H 1.4690 -0.8318 1.1399  0.179
H 2.7455 0.2738 1.4942  0.202
H 3.6270 0.1661 -0.6408  0.186
H 1.9979 -0.3244 -1.0398  0.252
C -1.4173 -2.2125 -1.8230  -0.107
C -0.3770 -1.2868 -1.2464  -0.144
O 0.7357 -2.1933 -1.3030  -0.506
C 0.6154 -2.9518 -2.3531  0.962
O 1.5271 -3.6215 -2.8235  -0.573
O -0.6886 -3.0682 -2.6196  -0.495
H -2.1773 -1.6310 -2.3449  0.170
H -1.8157 -2.8033 -0.9982  0.176
H -0.4605 -1.0852 -0.1785  0.265
H -0.1009 -0.3721 -1.7709  0.207
O 0.3432 0.3390 0.0302  -1.036
H 1.0527 0.6014 0.6168  0.480
H -0.2822 1.0625 0.0714  0.476
O 2.2595 1.4818 -1.7314  -0.973
H 1.6207 1.9528 -1.1962  0.467
H 1.7966 1.2942 -2.5479  0.450
O -0.7070 2.3362 0.1190  -0.863
H -1.4470 2.8769 -0.1571  0.513
H -0.6089 2.5223 1.0527  0.492
O 1.3054 3.0961 -0.5870  -0.969
H 1.3194 4.0532 -0.5841  0.482
H 0.4093 2.8684 -0.3393  0.460
C 1.1479 1.4328 3.6282  -0.631
C 0.8369 2.0833 2.2679  -0.056
O 1.6250 1.4087 1.3265  -0.704
H 2.0481 1.9039 4.0227  0.208
H 1.2870 0.3527 3.5825  0.229
H 0.4016 1.5850 4.4079  0.240
H 1.0237 3.1570 2.2838  0.197
H -0.1884 1.8683 1.9667  0.146
H 2.4820 1.8248 1.2081  0.520

Force components x, y, z for each atom (eV/Å):
0.6 -0.2 -0.9
-0.2 0.8 -3.4
-3.8 -2.2 1.6
1.3 2.2 3.7
-1.6 -0.2 -1.8
0.5 1.0 0.6
0.6 -0.1 -0.3
-0.5 0.3 -1.0
0.4 -0.4 0.3
-0.3 0.1 1.0
0.2 -1.6 1.1
-0.6 -1.6 -1.3
1.6 0.3 -0.1
-3.3 2.5 3.5
1.9 -2.0 -2.7
-0.9 -0.1 -0.4
-0.2 -0.3 -0.1
0.2 0.7 0.1
-0.3 0.6 1.3
-0.3 0.2 0.9
1.2 -1.2 0.2
-0.2 0.3 -1.3
0.3 0.4 -0.2
1.0 -3.2 -1.0
-1.0 2.7 1.0
-0.2 -0.1 1.2
1.2 -1.1 0.4
1.6 -2.6 0.6
0.3 -0.4 -0.1
0.9 -0.6 0.3
-0.5 1.0 0.9
0.2 -2.8 0.4
1.1 1.6 0.9
2.7 -3.4 -0.4
-2.4 1.6 0.3
-0.4 -1.0 -2.9
0.2 -1.3 -0.3
-0.6 0.0 -0.2
-0.9 -0.9 -2.0
-0.4 -0.5 -0.2
0.2 0.2 -1.5
-0.5 -0.2 -1.2
-0.1 -1.3 -0.5
1.3 -1.2 -2.5
0.5 -0.1 -0.6
0.1 -0.1 -0.4
-4.1 3.1 0.0
-0.7 0.0 -0.4
-0.3 0.6 0.2
1.1 4.3 1.1
0.4 0.3 -0.3
-0.4 0.1 0.0
0.0 0.8 0.7
0.2 -0.9 2.0
2.1 5.6 3.1
0.3 -0.2 -0.1
0.1 0.2 -0.3
-0.3 0.2 -0.3
0.0 0.0 -0.1
0.5 -0.7 1.7
0.0 0.6 -0.2